Entry 1:
ORCA calculation (the ωB97M-V functional and the def2-TZVPD basis) on a 8-piece molecular cluster, C24H63NO11PS overall at a distorted geometry.

Each line ends with the Mulliken charge.
Cartesian coordinates (Å):
C: -3.1469 4.3611 -0.4839  -1.739
C: -1.7287 4.0090 -0.0549  1.752
N: -1.5376 2.5550 -0.2783  -0.267
P: -0.8584 1.6642 0.9166  0.579
O: -1.8805 1.7590 2.1481  -0.234
O: -1.0348 0.1786 0.3655  -0.361
S: 0.9501 2.0549 1.4865  -0.474
C: -0.7114 4.7902 -0.9212  0.252
O: -0.7883 4.5312 -2.1432  -0.768
O: 0.0544 5.5819 -0.3161  -0.761
H: -3.8730 4.0116 0.2462  0.364
H: -3.2391 5.4276 -0.6616  0.397
H: -3.3414 3.8486 -1.4186  0.352
H: -1.5613 4.2817 0.9825  -0.717
H: -1.1149 2.3984 -1.1883  0.349
H: -1.7237 2.6281 2.5420  0.126
H: -1.3163 -0.4061 1.0814  0.249
C: -3.9556 -3.4737 3.0306  -1.337
C: -3.0753 -2.2563 3.2683  0.323
C: -3.8873 -1.0211 3.6216  -1.044
O: -2.2813 -1.9860 2.1123  -0.582
H: -4.6404 -3.2897 2.1981  0.333
H: -3.3492 -4.3427 2.7725  0.347
H: -4.5467 -3.7110 3.9162  0.374
H: -2.3670 -2.4714 4.0692  0.280
H: -4.5663 -0.7590 2.8087  0.262
H: -3.2331 -0.1646 3.7783  0.169
H: -4.4787 -1.1789 4.5257  0.419
H: -2.8845 -1.7963 1.3837  0.353
C: 4.9426 0.9811 -1.8249  -1.204
C: 4.4920 0.0584 -0.7032  0.327
C: 3.1074 -0.4992 -0.9934  -0.900
O: 4.4919 0.7613 0.5359  -0.572
H: 4.2577 1.8245 -1.9166  0.284
H: 5.9366 1.3850 -1.6227  0.368
H: 4.9648 0.4593 -2.7830  0.256
H: 5.2030 -0.7641 -0.5853  0.248
H: 2.3799 0.3123 -1.0676  0.306
H: 2.7764 -1.1503 -0.1839  0.223
H: 3.0944 -1.0670 -1.9261  0.280
H: 3.8627 1.4874 0.4431  0.349
C: -1.4035 5.8782 4.2031  -1.241
C: -2.9109 5.6923 4.2873  0.443
C: -3.4471 6.0335 5.6702  -1.418
O: -3.2630 4.3527 3.9388  -0.410
H: -0.8991 5.2148 4.9121  0.331
H: -1.0374 5.6319 3.2057  0.264
H: -1.1179 6.9060 4.4308  0.413
H: -3.3954 6.3243 3.5426  0.256
H: -3.0028 5.3755 6.4223  0.356
H: -4.5284 5.8945 5.7083  0.313
H: -3.2184 7.0658 5.9389  0.407
H: -2.8490 3.7640 4.5794  0.283
C: 2.0000 -5.8190 -2.5825  -1.427
C: 2.6075 -4.4645 -2.2480  0.781
C: 2.8493 -4.3232 -0.7558  -1.071
O: 1.7573 -3.4162 -2.7134  -0.524
H: 1.0326 -5.9325 -2.0860  0.475
H: 1.8298 -5.9085 -3.6572  0.309
H: 2.6525 -6.6322 -2.2594  0.295
H: 3.5482 -4.3459 -2.7823  0.070
H: 1.9044 -4.3877 -0.2084  0.339
H: 3.2862 -3.3516 -0.5294  0.091
H: 3.5159 -5.1032 -0.3872  0.341
H: 0.9176 -3.4915 -2.2489  0.345
C: 7.1709 -7.7255 -2.6861  -1.417
C: 5.7602 -7.1581 -2.7441  0.413
C: 5.6056 -6.1591 -3.8800  -1.053
O: 5.4252 -6.5448 -1.4986  -0.484
H: 7.8943 -6.9250 -2.5103  0.363
H: 7.2627 -8.4382 -1.8664  0.329
H: 7.4349 -8.2287 -3.6175  0.380
H: 5.0467 -7.9729 -2.8749  0.267
H: 6.2801 -5.3106 -3.7351  0.327
H: 4.5913 -5.7687 -3.9096  0.084
H: 5.8289 -6.6124 -4.8470  0.408
H: 6.0394 -5.8169 -1.3540  0.353
C: -8.2067 1.7454 2.8553  -1.461
C: -7.1831 1.0368 3.7306  0.530
C: -7.3842 1.3664 5.2029  -1.299
O: -5.8622 1.3746 3.3235  -0.370
H: -8.1050 2.8291 2.9548  0.349
H: -8.0485 1.4963 1.8062  0.338
H: -9.2259 1.4684 3.1307  0.404
H: -7.2667 -0.0421 3.5861  0.303
H: -7.2580 2.4391 5.3715  0.307
H: -6.6444 0.8486 5.8139  0.306
H: -8.3808 1.0794 5.5429  0.390
H: -5.7464 2.3246 3.4367  0.235
C: 4.0123 2.5655 -6.8816  -1.381
C: 3.6023 1.6572 -5.7301  0.493
C: 2.2229 1.0554 -5.9574  -1.268
O: 3.6335 2.3688 -4.5002  -0.485
H: 3.3121 3.3998 -6.9727  0.355
H: 5.0026 2.9851 -6.7022  0.330
H: 4.0283 2.0241 -7.8297  0.374
H: 4.3347 0.8548 -5.6232  0.253
H: 1.4703 1.8454 -6.0197  0.354
H: 1.9491 0.4073 -5.1251  0.280
H: 2.1899 0.4727 -6.8803  0.374
H: 2.9927 3.0875 -4.5500  0.335

Cartesian forces, eV/Å:
C 0.1 -0.2 0.0
C -0.1 0.0 -0.5
N -0.1 -0.1 0.3
P 1.0 0.3 -0.4
O -0.3 0.0 -0.1
O -0.5 -0.1 0.1
S 0.0 0.1 0.1
C 0.7 0.6 0.3
O 0.1 -0.2 -0.1
O -0.6 -0.4 -0.4
H -0.2 0.1 0.2
H -0.1 0.2 0.1
H 0.0 0.0 -0.2
H 0.1 -0.1 0.3
H 0.0 0.2 -0.2
H -0.2 0.0 0.3
H 0.1 -0.4 0.2
C 0.1 -0.1 -0.1
C -0.4 0.3 0.0
C 0.1 -0.1 0.1
O 0.2 -0.1 -0.2
H 0.0 0.1 0.0
H 0.0 0.0 0.0
H 0.0 0.0 0.0
H 0.1 0.0 -0.1
H 0.0 0.0 0.0
H 0.0 0.0 0.0
H 0.0 0.0 0.0
H -0.1 0.0 0.0
C 0.2 0.0 0.1
C -0.3 0.3 -0.2
C 0.0 -0.1 0.0
O 0.2 -0.1 0.0
H -0.1 0.0 -0.1
H 0.0 -0.1 0.0
H 0.0 0.0 0.0
H 0.0 0.0 0.1
H 0.0 0.0 0.0
H 0.0 0.0 0.0
H 0.0 0.0 0.0
H -0.1 0.0 0.1
C 0.0 -0.1 -0.1
C 0.3 0.0 0.2
C -0.1 0.0 0.0
O -0.2 -0.1 -0.1
H 0.0 0.0 0.1
H 0.0 0.1 0.0
H 0.0 0.0 0.0
H 0.0 -0.1 -0.1
H 0.1 0.0 0.0
H 0.0 0.0 0.0
H 0.0 0.0 0.0
H 0.0 0.0 0.0
C 0.1 0.0 -0.2
C -0.5 -0.1 0.3
C 0.1 0.1 0.1
O 0.2 0.0 -0.2
H 0.0 0.0 0.1
H 0.0 0.0 0.0
H 0.0 0.0 0.0
H 0.0 0.1 -0.1
H 0.0 -0.1 0.0
H 0.0 0.0 0.0
H 0.0 0.0 0.0
H 0.0 0.1 0.1
C 0.0 -0.1 0.1
C 0.3 0.3 -0.1
C -0.1 0.0 0.0
O -0.1 -0.2 0.0
H 0.0 0.0 -0.1
H 0.0 0.0 0.0
H 0.0 0.0 0.0
H -0.1 0.0 0.1
H 0.1 0.0 0.0
H -0.1 0.0 0.0
H 0.0 0.0 0.0
H 0.0 0.0 0.0
C 0.0 -0.1 -0.1
C 0.0 0.4 0.1
C 0.1 -0.1 0.1
O -0.1 -0.2 0.0
H 0.0 0.0 0.1
H 0.0 0.0 0.0
H 0.0 0.0 0.0
H 0.1 0.0 0.0
H -0.1 0.0 0.0
H 0.0 0.0 0.0
H 0.0 0.0 0.0
H 0.1 0.1 -0.1
C 0.1 0.0 0.0
C -0.3 0.2 -0.1
C 0.0 -0.1 0.1
O 0.2 -0.1 0.0
H -0.1 0.0 0.0
H 0.0 0.0 0.0
H 0.0 0.0 0.0
H 0.0 0.0 0.1
H 0.0 0.0 0.0
H 0.0 0.0 0.0
H 0.0 0.0 0.0
H -0.1 0.0 0.1

Properties
charge	-1
energy relative to the best compared isomer or geometry (same formula, charge and spin)	0.0	kcal per mole
orbital gap	6.577	eV



Entry 2:
ORCA calculation (the ωB97M-V functional and the def2-TZVPD basis) on a 8-piece molecular cluster, C24H64O24S8 overall at a distorted geometry.

Each line ends with the Mulliken charge.
Cartesian coordinates (Å):
C: 2.9953 -9.5032 19.8008  -1.076
C: 3.0554 -8.0377 20.3278  -0.196
O: 3.2421 -7.9589 21.7348  -0.334
S: 4.3415 -6.8705 22.3456  1.144
C: 5.9497 -7.3055 21.4328  -0.847
O: 3.8763 -5.5194 21.9252  -0.566
O: 4.5234 -7.2190 23.7571  -0.593
H: 3.9487 -10.0091 19.9532  0.271
H: 2.6421 -9.6532 18.7806  0.343
H: 2.3536 -10.0173 20.5164  0.306
H: 3.8118 -7.4449 19.8136  0.279
H: 2.1621 -7.5184 19.9808  0.308
H: 5.8396 -8.3636 21.1949  0.260
H: 6.7878 -7.2028 22.1222  0.390
H: 5.9725 -6.6266 20.5804  0.315
C: -3.3018 -6.8251 16.5005  -1.102
C: -2.4005 -6.3016 17.5429  -0.126
O: -2.7571 -6.8829 18.7721  -0.345
S: -3.9597 -6.3079 19.8111  1.067
C: -2.7474 -5.3882 20.9182  -0.821
O: -4.8309 -5.3886 19.0642  -0.570
O: -4.4667 -7.5082 20.5024  -0.573
H: -4.3387 -6.8777 16.8327  0.312
H: -2.9890 -7.8519 16.3110  0.285
H: -3.3407 -6.2796 15.5576  0.349
H: -1.3771 -6.6000 17.3155  0.305
H: -2.5933 -5.2296 17.5822  0.260
H: -3.3719 -5.1419 21.7769  0.373
H: -2.4470 -4.4961 20.3686  0.297
H: -1.8847 -6.0217 21.1245  0.292
C: 2.8171 -5.4207 13.2477  -0.933
C: 4.0119 -5.9798 12.4359  -0.344
O: 5.2470 -6.2972 13.1395  -0.354
S: 5.2703 -7.6184 14.1684  1.050
C: 6.5891 -8.4697 13.2540  -0.839
O: 5.7579 -7.2216 15.5025  -0.560
O: 3.9668 -8.2804 14.0733  -0.580
H: 2.6485 -4.3512 13.1217  0.289
H: 2.9198 -5.5826 14.3207  0.300
H: 1.9195 -5.9576 12.9411  0.289
H: 3.6896 -6.9140 11.9761  0.303
H: 4.2095 -5.3434 11.5733  0.416
H: 6.9348 -9.2064 13.9792  0.343
H: 7.2950 -7.6636 13.0538  0.311
H: 6.3101 -9.0108 12.3499  0.308
C: -3.0165 4.7090 24.2312  -1.277
C: -4.1707 3.7570 23.8728  -0.042
O: -3.6539 2.4194 24.1686  -0.300
S: -4.4578 1.0982 23.6499  1.141
C: -4.3008 1.3407 21.7794  -0.956
O: -3.7765 -0.1127 24.0227  -0.575
O: -5.8304 1.2339 24.0849  -0.615
H: -2.1399 4.4916 23.6209  0.315
H: -2.7695 4.4622 25.2637  0.341
H: -3.2588 5.7705 24.1803  0.374
H: -5.0154 3.9994 24.5177  0.261
H: -4.4370 3.9233 22.8290  0.289
H: -4.9734 2.1478 21.4889  0.321
H: -4.5909 0.4535 21.2167  0.382
H: -3.2903 1.6852 21.5592  0.340
C: -5.5080 8.3130 18.7282  -1.321
C: -4.2662 7.9361 18.0429  -0.150
O: -3.6604 6.9366 18.9066  -0.236
S: -2.3247 6.1733 18.3067  1.122
C: -1.1682 7.6090 18.3176  -0.995
O: -1.9480 5.2953 19.4164  -0.569
O: -2.5597 5.7778 16.9301  -0.606
H: -5.2548 8.7996 19.6701  0.307
H: -6.1189 7.4378 18.9495  0.326
H: -5.9706 9.0908 18.1206  0.390
H: -4.4056 7.5691 17.0260  0.372
H: -3.5796 8.7782 17.9556  0.284
H: -0.1890 7.1535 18.1695  0.406
H: -1.2331 7.9781 19.3412  0.301
H: -1.4267 8.2598 17.4823  0.367
C: 5.1694 -1.4778 18.0304  -1.020
C: 4.1669 -1.9677 16.9905  -0.156
O: 2.7993 -2.2430 17.5943  -0.280
S: 1.8598 -1.0476 18.1932  1.099
C: 1.4896 -0.2289 16.5677  -0.963
O: 0.5952 -1.5084 18.7549  -0.549
O: 2.7552 -0.1521 18.9188  -0.584
H: 4.9304 -0.4207 18.1469  0.273
H: 6.2545 -1.5174 17.9343  0.382
H: 5.0455 -1.9618 18.9992  0.305
H: 4.0917 -1.3356 16.1056  0.230
H: 4.5628 -2.9065 16.6031  0.263
H: 2.4360 0.1066 16.1435  0.307
H: 1.0197 0.7109 16.8577  0.376
H: 0.8839 -0.7426 15.8212  0.317
C: 2.2970 -0.4295 9.3570  -1.447
C: 2.7300 0.9215 9.7827  -0.001
O: 3.3655 0.7919 11.0395  -0.269
S: 3.6629 2.1995 11.9469  1.066
C: 4.5891 3.2882 10.7054  -0.927
O: 2.3602 2.8190 12.2766  -0.586
O: 4.5892 1.7862 12.9685  -0.554
H: 1.7889 -1.0249 10.1155  0.347
H: 3.1276 -1.0158 8.9640  0.313
H: 1.6108 -0.5604 8.5203  0.396
H: 3.3725 1.2868 8.9816  0.301
H: 1.7895 1.4621 9.8891  0.312
H: 5.3294 2.6944 10.1691  0.347
H: 4.9022 4.1946 11.2236  0.358
H: 3.8427 3.5931 9.9718  0.342
C: 10.3528 2.6670 17.8841  -1.193
C: 9.9696 2.5061 16.3977  -0.166
O: 10.4302 3.6823 15.7959  -0.298
S: 10.8112 3.6639 14.1664  1.049
C: 12.6625 3.7131 14.5379  -0.927
O: 10.4771 2.4070 13.5674  -0.568
O: 10.3911 4.8637 13.5303  -0.559
H: 11.3826 2.9181 18.1378  0.310
H: 9.8464 1.8501 18.3982  0.353
H: 9.9137 3.5807 18.2846  0.318
H: 10.4835 1.6203 16.0243  0.318
H: 8.9355 2.2811 16.1369  0.350
H: 13.2555 3.5386 13.6401  0.368
H: 12.8593 2.7805 15.0669  0.306
H: 13.1145 4.6224 14.9339  0.339

Cartesian forces, eV/Å:
C 0.4 0.4 1.9
C 0.1 0.1 -2.2
O 1.1 0.3 1.0
S -0.3 1.2 0.0
C -1.7 0.1 0.8
O 1.3 -3.1 1.0
O -0.6 0.5 -2.5
H 0.2 0.1 -0.3
H 0.0 0.4 0.2
H -0.4 -0.2 -0.3
H 0.5 -0.2 0.0
H -0.4 0.0 0.7
H 0.0 0.2 -0.3
H -0.3 0.3 0.0
H 0.2 -0.3 0.0
C -1.0 -1.4 -1.2
C -1.0 1.4 -0.3
O -1.1 -0.7 2.3
S 1.4 -0.9 -0.7
C -1.7 -0.4 -0.9
O 1.4 -1.5 1.5
O 0.9 2.7 -1.5
H 0.1 0.2 0.2
H -0.2 -0.1 -0.4
H 0.5 0.1 0.0
H 0.1 0.5 0.4
H 0.8 0.3 0.2
H 0.4 0.1 0.2
H -0.1 -0.1 0.0
H -0.4 -0.1 0.1
C 0.5 -0.1 0.2
C -1.1 -0.9 -0.1
O -0.3 -0.2 1.2
S -1.2 0.9 0.1
C -0.3 0.0 1.2
O -0.7 -0.6 -3.0
O 2.0 0.7 0.0
H 0.2 0.0 -0.2
H 0.2 -0.2 0.0
H 0.0 0.1 0.0
H -0.1 -0.1 0.1
H 0.8 0.2 0.4
H 0.4 0.1 -0.1
H 0.2 -0.4 0.1
H -0.5 0.5 0.1
C 0.0 -0.9 0.4
C 0.7 0.9 0.4
O -0.3 -0.8 -0.6
S -0.9 0.3 -1.0
C -0.3 0.4 1.2
O 0.3 1.4 -0.2
O 0.8 0.2 -0.7
H -0.1 0.1 -0.1
H 0.2 0.2 0.1
H -0.3 -0.2 -0.2
H -0.2 -0.4 -0.1
H -0.1 -0.6 0.0
H -0.1 -0.1 0.2
H 0.2 -0.1 0.5
H 0.1 -0.4 0.2
C -0.4 0.9 0.5
C 1.1 -0.5 -0.2
O 1.2 -0.9 -1.2
S -0.1 1.1 1.5
C -0.4 -1.8 0.0
O -0.6 0.9 -2.3
O 0.2 0.0 1.6
H -0.1 -0.1 0.1
H -0.2 0.3 -0.3
H -0.6 -0.3 0.0
H -0.1 -0.4 0.1
H 0.0 0.2 0.1
H 0.0 0.1 -0.1
H -0.1 0.4 -0.3
H 0.0 0.1 0.4
C -0.6 1.4 0.9
C 0.5 -0.7 0.6
O 0.2 -0.1 0.1
S 0.5 1.3 -1.9
C 0.3 0.8 1.2
O 2.5 -0.1 -0.7
O -1.6 -1.1 -0.5
H 0.3 0.0 0.5
H -0.1 -0.4 -1.3
H -0.6 -0.1 -0.1
H -0.3 0.3 0.3
H -0.9 -0.5 0.2
H 0.1 -0.4 0.0
H -0.4 -0.1 0.0
H 0.1 -0.4 0.5
C 0.0 -2.6 -0.7
C -1.6 0.0 -0.5
O 1.2 1.8 1.5
S -1.1 0.3 -1.1
C -1.7 -0.8 0.4
O 2.7 -1.3 -0.8
O -0.9 0.2 -0.7
H 0.3 0.2 0.5
H 0.4 -0.2 0.5
H -0.2 1.2 -0.2
H 0.2 0.6 0.4
H 0.3 0.8 0.0
H 0.3 0.1 0.6
H 0.4 -0.4 0.1
H -0.1 0.0 0.1
C -1.8 0.7 -0.2
C 1.1 -1.1 1.0
O 0.0 1.2 -2.9
S 2.5 0.1 1.8
C -0.4 -0.9 -1.4
O 0.0 0.1 0.6
O -0.2 0.2 0.5
H 0.3 -1.2 -0.6
H 0.7 -0.1 0.5
H -0.7 0.1 -0.2
H 0.4 0.0 -0.3
H -0.3 0.5 0.6
H -0.6 0.1 -0.6
H -0.2 0.4 0.7
H -0.9 -0.1 0.6

Properties
charge	0
energy relative to the best compared isomer or geometry (same formula, charge and spin)	147.4	kcal per mole
orbital gap	10.767	eV



Question: What is the formula in the second record?
Answer: C24H64O24S8